Below is C41H49Br2MgN5O4SSb as an isolated structure in a non-equilibrium geometry, with properties calculated with ωB97M-V with the def2-TZVPD basis set.

Each line ends with the Mulliken charge.
CARTESIAN COORDINATES (ANGSTROEM)
C 1.07 -4.14 -2.09  0.859
H -2.18 -1.05 -2.89  -0.042
H -0.24 -0.73 -4.42  0.101
C -0.41 -2.14 3.97  -0.647
O -1.10 1.15 -1.76  0.502
H 1.71 -4.55 -4.13  0.206
C -4.07 -1.86 1.23  -0.316
Br 1.02 2.27 0.40  -0.011
H 3.69 2.12 1.71  0.541
C 2.48 -1.39 0.92  -0.832
C 0.46 -0.53 5.52  -0.709
H 2.14 -5.79 -2.95  0.490
H 5.11 0.16 2.32  0.461
H 4.91 -2.96 1.00  0.281
H -7.12 -1.71 3.95  0.319
H -6.89 2.40 4.85  0.429
H -6.87 -3.38 4.49  0.366
H -2.75 2.80 -3.24  0.614
H -2.25 0.68 1.59  0.316
H -0.96 -4.48 -1.39  0.065
H -4.70 -4.28 4.17  0.371
H -2.51 -4.28 3.02  0.566
H -0.11 -5.93 -1.92  0.513
C -0.48 -1.74 -4.07  0.977
H -0.77 -3.12 3.72  0.471
H -5.99 2.80 2.14  0.218
H -0.73 -4.79 -3.12  0.167
H -0.43 -3.74 -4.92  0.265
Mg -0.36 -0.45 -0.09  2.623
H 5.34 -2.24 2.56  0.402
H 3.05 -4.29 -3.01  0.294
C 2.74 -0.11 -3.85  -1.531
C -3.79 2.16 0.44  1.288
O -0.75 -3.82 1.08  -0.833
C 2.05 -4.71 -3.11  -1.395
C -3.39 0.61 5.05  0.006
C -0.30 -1.17 2.96  0.763
H -3.89 -1.21 0.38  0.368
C -0.17 -2.72 -5.20  -1.608
H 3.89 -3.24 2.41  0.360
C -5.09 1.83 3.81  0.612
C -4.53 -3.60 3.35  -1.113
H -6.11 1.36 6.96  0.423
C -4.57 2.97 -0.39  -0.721
H -0.75 -2.47 -6.08  0.497
H -7.66 -3.06 2.94  0.347
H 2.84 -2.24 -4.06  0.552
C -5.48 1.32 6.08  -0.420
C -6.87 -2.73 3.62  -1.546
C -0.27 -4.87 -2.13  -1.177
C -5.30 -1.89 1.85  -0.773
S -1.44 -2.56 0.98  1.422
N -3.24 1.28 2.63  -0.136
H 0.76 -0.24 6.51  0.475
H -0.29 2.77 -2.77  0.543
C -5.54 -2.74 2.93  1.059
C -3.06 -2.70 1.69  -0.290
N 1.74 -0.35 0.56  1.347
C -3.29 -3.59 2.72  -0.470
C 4.51 -2.50 1.91  -1.483
C -0.03 -1.81 5.25  -0.794
C -5.93 1.90 4.91  -1.292
H -2.22 -2.77 -3.29  0.290
H 2.06 -2.37 0.68  0.380
C 4.15 0.01 1.83  -0.841
H 4.82 -1.59 -2.74  0.487
O -1.86 0.74 0.65  0.329
N 0.19 0.06 3.21  0.001
C -1.95 -1.78 -3.67  -1.196
N -5.21 2.28 2.51  -0.051
H -6.10 -1.24 1.50  0.451
H 1.92 0.05 -4.56  0.299
H -2.59 -1.57 -4.54  0.549
H -0.95 1.48 -3.81  0.346
C 2.17 0.86 0.86  0.109
H -5.46 3.46 -0.02  0.501
H 0.89 -2.70 -5.47  0.321
C -3.83 1.20 3.87  0.061
H 3.80 -0.88 -1.48  0.240
H -3.93 0.25 7.09  0.466
C -4.17 3.18 -1.69  -0.625
H 0.93 1.36 4.61  0.507
H 3.81 -2.64 -1.73  0.258
C 3.38 1.11 1.49  -0.973
C -2.26 1.79 -1.40  0.133
H 0.56 1.22 -2.92  -0.064
C -0.41 1.69 -2.89  -1.288
C -4.23 0.68 6.15  -0.810
C 0.55 0.35 4.46  -0.769
Sb 0.79 -1.96 -2.29  -2.035
H -2.43 0.12 5.10  0.268
N -0.68 -1.35 1.65  0.255
H 2.67 0.65 -3.06  0.265
C -2.65 1.57 -0.08  -0.519
H -0.10 -2.54 6.05  0.461
C 2.72 -1.51 -3.25  0.445
C 3.70 -1.28 1.56  0.768
H 1.49 -4.25 -1.09  0.329
H 3.68 0.06 -4.38  0.476
C 3.85 -1.67 -2.24  -1.395
Br -5.20 4.32 -2.81  -0.186
O -1.63 -2.04 -0.39  -0.656
C -3.02 2.61 -2.21  -0.684
C -4.08 1.92 1.85  -0.243

Energy relative to the best compared isomer or geometry (same formula, charge and spin) in kJ/mol: 0.0
Charge: +1
Multiplicity: 1
Energy in hartree: -8153.0014
Kohn-Sham gap in eV: 8.3134
Lowest unoccupied orbital energy in eV: -2.2547

Below is C41H49CaCl2FN4O6SSi as an isolated structure in a non-equilibrium geometry, with properties calculated with ωB97M-V with the def2-TZVPD basis set.

Each line ends with the Mulliken charge.
CARTESIAN COORDINATES (ANGSTROEM)
Cl 1.56 -4.86 -5.78  -0.290
C -0.11 1.18 -6.94  -1.162
H 2.84 -0.52 -6.75  0.265
H 0.28 0.73 2.72  -0.117
H -2.48 3.67 2.27  0.214
C 0.48 -1.76 6.47  -1.263
H 2.10 3.60 -0.74  0.187
H 2.51 -1.91 7.18  0.416
H 0.19 5.08 -3.62  0.402
N 0.16 -3.44 -3.44  -0.580
C 2.65 -3.25 0.41  -0.179
H 2.30 -0.81 5.81  0.220
N -0.28 -0.16 -3.49  0.496
H 0.44 -7.42 -5.69  0.340
H 3.28 -3.37 2.85  0.637
H -0.25 3.36 -3.62  0.239
C 1.14 0.68 -7.28  -0.427
C -3.05 2.31 0.68  1.951
C -0.94 -7.45 -4.03  -0.326
C -2.22 -1.25 3.87  0.070
C -0.34 4.30 -3.07  -1.528
H 2.76 2.33 3.51  0.446
C 2.30 2.55 2.54  -1.814
H 0.50 1.44 4.33  0.684
N 1.99 -1.39 -4.33  -0.474
H -1.40 4.56 -3.02  0.260
H 1.56 0.93 -8.25  0.317
C 0.11 0.04 -4.76  -0.571
C 1.72 -2.89 1.58  -0.008
C 0.36 -2.45 1.46  0.889
H -4.61 2.82 -0.73  0.490
H 0.20 -2.65 7.05  0.376
O -0.61 3.19 -1.01  0.832
H -0.67 1.82 -7.61  0.330
C -1.56 -1.31 5.09  -0.702
C 0.12 5.47 -0.90  -1.647
H -2.07 -0.97 5.98  0.438
H -3.87 4.21 1.30  0.556
Cl -1.77 -4.43 -1.54  -0.193
H -4.96 1.94 1.64  0.397
C 0.38 -5.55 -4.69  0.581
H -2.22 4.31 0.64  0.002
H 0.89 -3.06 -4.08  -0.214
S 0.95 0.58 -0.18  -0.757
O 2.37 -2.73 -0.69  -0.849
C 0.22 4.15 -1.66  1.698
Si -0.29 2.13 0.22  -1.448
C 0.81 2.83 2.70  2.216
C 2.28 -2.99 2.81  -0.208
C 0.38 -2.16 3.97  -0.943
H -1.25 -8.48 -4.18  0.317
O -0.29 -2.35 0.42  -0.920
F -3.50 -0.82 3.87  -0.458
C 2.35 -2.89 5.28  0.569
H -3.55 1.42 2.58  0.310
O 0.26 3.15 1.43  0.703
C -1.48 -6.68 -3.00  -0.666
C -1.83 1.41 -5.16  -1.068
C 1.98 -1.77 6.24  -0.982
H 1.05 4.94 3.09  0.371
C -2.22 1.19 -3.87  -0.437
H -2.10 -1.52 1.74  0.465
C -0.62 0.88 -5.65  1.493
H 2.45 1.71 1.87  0.239
H 1.04 3.93 4.56  0.370
H 2.87 -1.69 -4.74  0.025
H -2.96 2.94 -1.38  0.020
C -1.08 -5.38 -2.83  0.868
C -2.90 3.72 1.26  -1.420
H -2.21 -7.10 -2.32  0.358
C -1.39 0.42 -3.05  -0.072
C -0.29 -2.08 2.74  0.656
H -0.96 1.80 3.39  0.143
C 1.88 -0.14 -6.43  -0.857
C -3.97 1.49 1.58  -1.794
H -3.71 1.35 -1.13  0.317
O -1.81 1.62 0.67  0.414
C 3.86 -3.01 5.15  -1.972
H -3.13 1.62 -3.47  0.325
C 1.39 -0.56 -5.15  0.431
H -2.43 2.03 -5.82  0.311
H 2.80 3.43 2.12  0.335
H 2.26 4.41 -2.31  0.493
H 0.75 6.23 -1.37  0.491
C -3.62 2.37 -0.73  -1.454
H 4.17 -3.89 4.59  0.534
O 3.62 -3.96 0.70  -0.836
H 1.74 2.71 -2.21  0.236
H -4.06 0.47 1.19  0.309
H 1.95 -3.83 5.68  0.123
C -1.61 -1.61 2.70  -0.245
H -0.48 4.26 3.69  0.373
C 0.59 4.07 3.57  -2.066
N 1.69 -2.64 3.99  0.306
H 4.28 -3.10 6.16  0.467
Ca 0.55 -1.89 -1.74  2.013
H -1.63 0.28 -1.99  0.146
C 0.11 1.62 3.33  -1.262
H 0.43 5.32 0.13  0.076
C -0.13 -4.70 -3.66  -0.658
H 4.29 -2.13 4.68  0.365
C 1.67 3.69 -1.74  -1.475
C -0.01 -6.86 -4.87  -0.673
H -0.91 5.83 -0.91  0.279
C -0.26 -1.75 5.15  1.388
H 0.18 -0.89 7.05  0.426

Energy relative to the best compared isomer or geometry (same formula, charge and spin) in kJ/mol: 0.0
Charge: -2
Multiplicity: 1
Energy in hartree: -4648.2528
Kohn-Sham gap in eV: 4.6868
Lowest unoccupied orbital energy in eV: 3.5379

Below is C41H49N5O2P2Ti as an isolated structure in a non-equilibrium geometry, with properties calculated with ωB97M-V with the def2-TZVPD basis set.

Each line ends with the Mulliken spin population.
CARTESIAN COORDINATES (ANGSTROEM)
C -1.89 3.37 0.67  0.009
H -2.59 5.13 -3.64  0.001
C -0.46 -2.48 -2.46  -0.015
H -1.95 -1.43 3.31  0.001
C -2.19 4.52 -1.63  -0.011
C -3.88 0.38 1.17  0.007
H 6.20 -4.77 0.48  0.000
C -4.02 -1.13 -2.11  0.002
H 2.59 1.68 -4.14  0.000
H 0.09 3.19 4.51  0.000
C -1.89 -2.18 2.52  0.022
O -2.21 4.33 1.33  0.004
H 4.44 1.72 -1.46  0.000
H 1.15 0.96 2.95  -0.002
H 2.80 0.28 -3.09  0.000
H 3.96 3.41 -1.24  0.000
C -3.28 1.06 4.85  0.000
C -2.84 -2.06 -2.21  -0.033
H 1.26 -1.88 -3.59  0.000
C -2.28 4.32 -3.00  0.024
N 3.68 -0.33 -0.62  -0.002
H -4.40 1.18 0.63  0.001
H 6.02 -1.00 -1.57  0.000
C 3.76 -2.43 0.54  0.001
C 1.91 -1.10 0.80  0.001
C -0.47 3.25 3.58  0.002
C -2.03 -4.30 -2.60  0.001
C 4.45 -3.63 0.83  0.000
H 0.19 -2.48 4.18  0.000
H 0.21 3.06 2.75  0.000
H -3.71 0.78 5.80  0.000
H 1.52 -0.66 3.59  -0.001
H -2.50 -1.84 1.67  0.004
C 4.33 -1.48 -0.33  -0.001
H -3.78 -0.20 -1.59  0.001
C 0.30 -3.08 3.28  0.001
C 2.22 1.19 -3.24  0.002
H 1.64 -2.73 -2.09  0.000
H 0.09 -4.51 -2.84  0.000
N -1.53 2.27 -1.39  -0.052
C -1.64 2.05 -2.69  0.048
H -0.11 0.06 3.79  0.001
C -3.26 0.90 2.44  -0.021
H -2.14 2.85 -4.61  0.000
H -4.60 -0.41 1.39  0.001
C 2.37 2.15 -2.06  0.008
N -1.64 2.09 1.11  -0.033
H 4.25 2.79 -2.85  0.000
H 1.18 0.92 -3.42  0.001
N 2.54 -2.20 1.10  0.001
C -2.03 3.06 -3.55  -0.012
C 0.97 -2.01 -2.54  -0.008
H 1.22 3.24 1.03  -0.002
H 2.90 3.18 0.49  -0.001
H -0.84 4.27 3.47  0.000
C 5.60 -1.74 -0.91  0.000
C 6.24 -2.90 -0.61  0.000
H -2.23 -5.35 -2.75  0.000
C -2.19 1.91 4.80  0.000
C 0.75 -0.04 3.13  0.013
H 1.54 4.10 -1.46  0.000
H 2.33 2.04 1.70  0.000
C -1.61 2.28 3.58  -0.006
C 3.85 2.53 -1.87  0.000
H 0.59 3.26 -2.70  0.000
H -4.35 -0.85 -3.11  0.000
H -4.09 -3.78 -2.37  0.000
H 2.12 4.00 -3.12  0.000
C -1.44 0.60 -3.07  0.015
H -2.44 5.46 -1.16  0.001
C -1.82 3.45 -0.84  0.075
C -3.82 0.56 3.67  0.004
C -0.44 -2.46 2.09  -0.021
C -2.16 1.76 2.41  0.021
C -0.73 -3.82 -2.66  0.001
P 0.25 -0.81 1.55  0.076
H 1.36 -3.22 3.07  0.000
H -4.67 -0.10 3.70  0.000
H -1.02 -3.01 0.06  0.001
H -0.97 -4.34 1.21  0.000
C 5.67 -3.85 0.27  0.000
O -1.46 0.25 -4.23  0.004
C 1.60 3.45 -2.34  0.002
P 1.58 1.41 -0.54  -0.010
H -2.33 -3.10 2.89  0.000
C -0.46 -3.42 0.91  0.017
H -3.14 -0.06 0.48  0.048
Ti -0.93 0.76 -0.23  0.774
H 3.99 -4.34 1.50  0.000
H -4.85 -1.61 -1.60  0.000
C 2.05 2.58 0.80  0.002
H 7.21 -3.11 -1.05  0.000
C -1.52 -1.60 -2.21  0.049
H 0.54 -3.69 0.57  0.000
H -1.77 2.30 5.71  0.000
H 1.10 -1.05 -2.05  0.003
H -0.14 -4.06 3.48  0.000
N -1.29 -0.20 -1.95  -0.032
C -3.07 -3.42 -2.39  0.002
C 2.50 -0.13 -0.09  0.009

Energy relative to the best compared isomer or geometry (same formula, charge and spin) in kJ/mol: 16.9
Charge: +1
Multiplicity: 2
Energy in hartree: -3548.1572
Kohn-Sham gap (alpha / beta) in eV: 7.5838 / 7.7511
Lowest unoccupied orbital energy (alpha / beta) in eV: -3.4813 / -3.4173

Below is C41H50BFN11O4SZr as an isolated structure, with properties calculated with ωB97M-V with the def2-TZVPD basis set.

Each line ends with the Mulliken spin population.
CARTESIAN COORDINATES (ANGSTROEM)
C 7.46 -1.27 -2.10  0.001
O -1.79 -2.81 2.40  -0.002
H -4.46 2.25 -5.23  0.000
C 3.48 -0.55 -1.84  -0.012
O -2.36 1.18 2.56  0.005
N -2.63 0.75 -1.62  -0.003
H 8.07 -1.61 -4.05  0.000
H 2.85 0.81 2.06  0.002
H -2.24 2.59 6.73  0.000
C -2.41 -0.07 -2.66  0.000
H 3.90 -4.96 0.52  0.000
C -3.02 5.94 -1.27  0.000
H -7.37 1.68 1.73  0.000
C -6.41 1.70 1.24  0.000
O -2.39 -1.38 0.79  -0.002
H -2.52 6.90 -1.16  0.000
H 3.79 -3.87 -1.54  0.021
N -1.60 2.86 0.07  0.002
H -3.99 3.59 -4.18  0.000
H -1.78 -1.94 -3.43  0.001
H 4.92 -2.80 2.00  0.000
N 1.48 -3.79 -0.15  0.078
H -6.12 -1.14 1.92  0.000
Zr -2.06 0.64 0.59  -0.026
C -1.62 -1.33 -2.55  0.006
C -4.42 2.59 -4.20  0.000
C 3.36 -2.89 -1.40  0.052
C -0.58 3.70 0.32  0.001
C 0.36 -1.23 0.04  0.244
H -2.67 -1.62 5.98  0.000
C -2.57 -0.60 5.65  0.001
C -0.92 4.97 -0.12  0.000
N 7.67 -0.83 -3.52  0.001
H 5.72 -2.35 -4.74  0.000
C 2.18 -2.72 -0.70  0.024
H 6.04 0.48 -3.63  0.000
C -5.97 2.64 0.32  0.000
C 4.04 -1.81 -1.99  0.085
C -3.62 1.64 -3.39  0.002
H -6.12 4.75 0.00  0.000
C -1.54 -2.21 1.38  -0.035
C 6.38 -0.39 -4.17  0.000
N -2.59 3.60 -0.52  0.001
N -3.37 1.80 -2.08  0.001
H 4.42 -1.19 -4.46  -0.002
C 1.93 -5.17 -0.37  -0.003
H -4.46 3.74 -1.74  0.000
C -5.32 -0.46 2.21  0.000
N -4.73 2.29 -0.06  -0.001
C -0.26 -2.37 0.65  -0.034
H 8.43 -1.57 -1.69  0.000
C -2.29 1.96 4.70  0.000
N 2.89 -0.17 2.28  0.004
H -5.44 2.67 -3.83  0.000
C 1.61 -1.42 -0.60  -0.058
C 5.38 -1.54 -4.08  0.010
H 6.91 -3.28 -2.61  0.000
H 1.87 0.66 -1.13  0.021
H 6.60 -0.14 -5.21  0.000
C 3.03 -5.62 0.58  0.008
C 6.45 -2.42 -2.10  0.013
H 3.35 -6.63 0.32  -0.003
H -3.04 0.02 -4.78  0.000
H 0.76 2.15 0.91  -0.003
H 7.08 -0.41 -1.55  0.001
N 5.22 -2.04 -2.74  0.024
H 0.99 -2.48 3.73  0.004
H 1.54 3.70 0.53  -0.001
H 6.26 -2.72 -1.07  -0.004
H -2.19 2.92 4.23  0.000
H -0.31 5.86 -0.06  0.000
N -4.35 1.15 0.59  0.003
C -2.32 1.75 6.06  0.000
C -2.47 0.45 6.55  0.000
H -2.50 0.27 7.61  0.000
C -3.03 0.45 -3.79  0.000
C 2.29 -0.33 -1.18  0.223
H -6.85 3.77 -1.27  0.000
C -2.52 -0.35 4.30  0.000
C -2.19 4.87 -0.65  0.000
H 2.67 -5.63 1.60  0.001
H 8.35 -0.07 -3.56  0.000
H 0.67 3.49 2.05  0.001
H 1.06 -5.81 -0.26  0.004
S 0.55 0.38 3.34  -0.002
H -1.92 -1.91 -1.67  -0.002
O -0.21 -0.03 0.06  0.078
C 3.98 -0.90 1.93  -0.014
C 0.67 3.23 0.99  0.005
H -3.16 5.76 -2.34  0.000
H -5.47 -0.22 3.27  0.000
N -2.40 0.92 3.86  0.000
F 4.13 0.52 -2.38  0.000
C -5.37 0.78 1.38  0.000
H -4.38 -0.98 2.07  0.000
H 2.24 -5.26 -1.41  -0.001
C 4.05 -2.22 2.25  0.019
H -0.12 -4.45 1.02  0.023
H -7.66 3.92 0.29  0.000
H -0.56 -1.11 -2.47  0.002
H 4.76 -0.36 1.42  -0.001
H 2.98 -3.84 3.19  -0.002
C 0.33 -3.58 0.56  0.232
C -6.69 3.84 -0.20  0.000
H -4.00 6.00 -0.81  0.000
C 1.85 -2.05 3.23  0.024
H -2.55 -1.12 3.54  0.000
C 2.94 -2.80 2.92  -0.014
C 1.80 -0.67 2.93  -0.004
B -3.84 2.92 -1.14  0.001

Energy relative to the best compared isomer or geometry (same formula, charge and spin) in kJ/mol: 57.2
Charge: +2
Multiplicity: 2
Energy in hartree: -3065.4081
Kohn-Sham gap (alpha / beta) in eV: 5.1850 / 7.5082
Lowest unoccupied orbital energy (alpha / beta) in eV: -4.2935 / -4.3342

Number 4 is which compound?
C41H50BFN11O4SZr

Look up the multiplicity of the first one.
1

multiplicity of number 3 (C41H49N5O2P2Ti)?
2